Entry 1:
This record from the Open Molecules 2025 dataset describes an isolated molecule of C6H12O at a distorted geometry. The level of theory is the ωB97M-V functional and the def2-TZVPD basis.

The geometry in XYZ format:
```
19
Properties=species:S:1:pos:R:3:forces:R:3:nbo_charge:R:1
O -0.3328 3.5050 0.0931 -0.4 -0.2 -0.7 -0.525
C -0.3414 -0.5848 0.4810 1.0 0.5 0.2 -0.395
C 0.9074 -0.9647 -0.3160 1.1 -0.9 -0.2 -0.404
C -1.4660 0.1296 -0.2910 -0.4 -2.1 0.3 -0.406
C 1.9193 -1.8314 0.4834 -1.9 -0.3 1.1 -0.595
C -0.8113 2.3965 0.2103 2.7 1.3 -0.2 0.421
C -0.9514 1.3976 -0.9460 -1.0 0.4 0.9 -0.537
H -2.2212 0.3247 0.4720 -0.2 0.5 -0.1 0.207
H -1.5918 2.0093 -1.5788 -0.9 -0.6 -0.3 0.247
H 0.0410 0.1367 1.1954 0.1 0.2 0.5 0.187
H -0.1285 1.1975 -1.6329 0.6 0.3 0.7 0.249
H 1.4427 -2.8120 0.7289 0.3 0.7 0.1 0.195
H -0.6830 -1.4222 1.1036 -0.2 0.0 -0.4 0.210
H 1.5038 -0.0877 -0.5635 -0.4 0.3 -0.4 0.198
H 0.7024 -1.5212 -1.2358 -0.3 0.3 -0.1 0.194
H 2.8341 -2.0759 -0.0161 0.5 0.3 -0.5 0.212
H 2.1236 -1.2906 1.4224 0.2 -0.4 -0.2 0.199
H -1.9375 -0.6834 -0.8759 0.2 0.9 -0.6 0.215
H -1.0095 2.1770 1.2660 -0.8 -1.1 -0.1 0.128
```
Positions in Å, forces in eV/Å.

Values from the calculation:
Highest occupied orbital energy: -9.7 eV
LUMO: 1.07 eV
Energy relative to the best compared isomer or geometry (same formula, charge and spin): 126.05 kJ/mol
F_max: 2.988 eV Å⁻¹
Frontier orbital gap: 10.77 eV
SMILES: CCCCCC=O
Net charge: 0

=====

Entry 2:
This record from the Open Molecules 2025 dataset describes a structure of composition C10H19BF4OYb at a distorted geometry. The level of theory is the ωB97M-V functional and the def2-TZVPD basis.

The geometry in XYZ format:
```
36
Properties=species:S:1:pos:R:3:forces:R:3:nbo_charge:R:1
Yb -2.6119 1.3203 2.1771 0.0 -0.4 0.8 1.906
F -0.6681 -3.8423 1.1308 -1.0 -0.9 -0.5 -0.304
F 2.2409 -0.6753 -1.9288 -0.1 -0.1 -0.2 -0.370
F 0.8399 -3.1777 2.4276 1.5 -0.1 1.3 -0.288
F 0.9157 -2.6961 0.3270 1.1 0.5 -1.0 -0.297
O -1.5700 -1.3457 0.6025 -0.2 0.6 0.2 -0.759
C 3.0036 0.2889 -1.2777 -0.4 -0.4 0.4 0.058
C 0.1561 -2.8435 1.3789 -1.4 0.1 0.3 0.953
C -0.6794 -1.6092 1.6755 -0.5 0.1 0.4 0.018
C -0.6898 1.5014 -1.3615 -0.1 -0.4 0.1 -0.376
C 2.7309 0.2014 0.2220 0.8 1.2 -0.2 -0.435
C -2.9485 0.3831 -1.9046 0.5 -0.7 0.3 -0.594
C 0.1383 -0.3765 2.0984 -0.3 0.4 -0.8 -0.866
C -0.8705 1.5357 0.1823 0.2 -0.2 1.1 -0.793
C -1.4148 0.3536 -2.0535 -0.7 0.5 -0.4 -0.407
C 1.7651 1.3165 0.7034 -1.2 -0.4 0.5 -0.832
B 0.3142 0.7915 0.9971 0.5 0.1 -0.4 0.991
H 1.1448 -0.7016 2.3534 0.1 0.1 0.4 0.308
H -0.2783 0.0195 3.0503 0.2 0.0 0.1 0.203
H 2.1220 1.7004 1.6693 0.1 0.0 0.1 0.275
H -3.3089 -0.6395 -1.8443 -0.3 -0.1 -0.1 0.231
H 2.4482 -0.8033 0.5178 -0.1 -0.1 -0.2 0.226
H 1.7188 2.1740 0.0356 0.4 0.0 -0.1 0.235
H 0.3650 1.3973 -1.5937 0.2 0.1 0.2 0.247
H -1.3067 -1.9002 2.5214 0.0 -0.3 0.1 0.193
H 4.0555 0.1170 -1.4689 0.1 -0.2 -0.3 0.198
H 3.6911 0.3933 0.6941 0.1 -0.1 0.2 0.242
H -1.8732 1.1117 0.4606 0.7 0.0 -2.2 0.029
H -3.4284 0.8516 -2.7511 -0.2 0.3 0.0 0.250
H -0.8440 2.6058 0.4696 -0.1 0.0 0.1 0.257
H -1.0005 -0.6101 -1.7871 0.2 -0.1 0.2 0.199
H 2.7097 1.2519 -1.6891 0.1 0.1 0.0 0.160
H -0.9965 2.4604 -1.7623 -0.2 0.1 -0.1 0.233
H -3.2790 0.8751 -0.9800 -0.1 0.2 0.0 0.128
H -1.3745 -1.8886 -0.1759 -0.1 0.0 0.1 0.525
H -1.2167 0.4590 -3.1164 0.2 0.0 -0.1 0.254
```
Positions in Å, forces in eV/Å.

Values from the calculation:
Highest occupied orbital energy: -16.8 eV
LUMO: -9.86 eV
Energy relative to the best compared isomer or geometry (same formula, charge and spin): 52.67 kJ/mol
F_max: 2.334 eV Å⁻¹
Frontier orbital gap: 6.97 eV
Net charge: +2

=====

Entry 3:
This record from the Open Molecules 2025 dataset describes a cluster of 2 separate species, C2H4NOP in total at a distorted geometry. The level of theory is the ωB97M-V functional and the def2-TZVPD basis.

The geometry in XYZ format:
```
9
Properties=species:S:1:pos:R:3:forces:R:3:nbo_charge:R:1
P 2.4442 0.3753 0.0756 -3.3 1.3 -1.0 1.390
O 2.5273 -1.0614 0.1747 0.3 -1.1 0.2 -0.961
N 0.1011 0.7396 -0.6311 3.8 0.7 -0.1 -0.594
C -0.6591 -0.4568 -0.5212 -0.1 -0.6 0.1 -0.294
C -0.7887 0.6219 0.4810 -0.5 0.0 0.7 -0.292
H -1.4199 -0.5829 -1.2821 -0.1 -0.1 -0.1 0.194
H -1.6433 1.2893 0.4559 -0.1 0.0 0.0 0.189
H -0.1605 -1.3778 -0.2328 0.0 -0.1 0.1 0.193
H -0.4011 0.4529 1.4799 0.0 -0.1 0.1 0.176
```
Positions in Å, forces in eV/Å.

Values from the calculation:
Highest occupied orbital energy (alpha / beta): -8.2 / -8.2 eV
LUMO (alpha / beta): -1.45 / -1.45 eV
Energy relative to the best compared isomer or geometry (same formula, charge and spin): 251.93 kJ/mol
F_max: 3.892 eV Å⁻¹
Frontier orbital gap (alpha / beta): 6.72 / 6.72 eV
Net charge: 0